{"formula": "C41H31N10ORbS", "method": "the ωB97M-V functional and the def2-TZVPD basis", "species": ["Rb", "C", "C", "N", "C", "C", "C", "C", "C", "C", "C", "N", "C", "C", "C", "C", "C", "C", "C", "C", "N", "C", "H", "H", "H", "H", "H", "H", "H", "H", "H", "H", "H", "H", "N", "C", "S", "N", "N", "C", "C", "C", "C", "C", "C", "C", "O", "H", "H", "H", "H", "H", "H", "H", "N", "C", "C", "C", "C", "C", "C", "C", "C", "N", "C", "H", "H", "H", "H", "H", "H", "H", "H", "N", "C", "C", "C", "C", "C", "N", "C", "H", "H", "H", "H"], "coordinates": [[0.310, -1.464, 0.591], [5.216, -0.848, 1.237], [3.857, -0.490, 1.094], [3.212, -0.599, -0.038], [3.856, -1.086, -1.130], [5.219, -1.448, -1.096], [5.887, -1.316, 0.145], [5.862, -1.909, -2.271], [5.134, -1.989, -3.432], [3.777, -1.635, -3.481], [3.085, -1.198, -2.352], [1.753, -0.948, -2.277], [1.095, -0.269, -3.219], [1.668, 0.569, -4.196], [0.885, 1.379, -5.033], [-0.483, 1.392, -4.972], [-1.125, 0.552, -4.023], [-2.530, 0.499, -3.892], [-3.098, -0.332, -2.970], [-2.255, -1.110, -2.152], [-0.947, -1.070, -2.234], [-0.368, -0.270, -3.158], [5.696, -0.751, 2.203], [3.291, -0.118, 1.941], [6.933, -1.599, 0.209], [6.909, -2.187, -2.234], [5.613, -2.341, -4.340], [3.233, -1.731, -4.412], [2.746, 0.621, -4.275], [1.392, 2.020, -5.748], [-1.078, 2.024, -5.621], [-3.141, 1.128, -4.532], [-4.172, -0.394, -2.847], [-2.670, -1.781, -1.405], [-1.603, -5.101, 2.503], [-1.896, -3.759, 2.242], [-2.704, -3.432, 0.746], [-1.494, -2.954, 3.182], [-1.860, -1.643, 3.010], [-1.281, -0.801, 3.781], [-0.211, -1.030, 4.779], [-0.398, -0.557, 6.072], [0.564, -0.692, 7.066], [1.765, -1.320, 6.726], [1.998, -1.767, 5.443], [1.046, -1.615, 4.386], [1.325, -1.905, 3.180], [-1.509, -5.643, 1.660], [-0.838, -5.195, 3.158], [-1.654, 0.220, 3.680], [-1.345, -0.076, 6.308], [0.384, -0.328, 8.071], [2.537, -1.447, 7.481], [2.945, -2.229, 5.181], [1.495, 1.958, -1.158], [0.893, 2.953, -0.476], [0.449, 4.129, -1.065], [-0.185, 5.124, -0.302], [-0.393, 4.981, 1.044], [0.046, 3.795, 1.684], [-0.134, 3.544, 3.068], [0.297, 2.369, 3.607], [0.912, 1.419, 2.760], [1.092, 1.616, 1.481], [0.681, 2.783, 0.937], [1.567, 1.985, -2.161], [1.752, 1.098, -0.687], [0.574, 4.263, -2.134], [-0.532, 6.019, -0.807], [-0.892, 5.748, 1.623], [-0.624, 4.295, 3.678], [0.165, 2.127, 4.654], [1.234, 0.460, 3.151], [-4.450, 4.433, -2.160], [-4.157, 3.515, -1.531], [-3.824, 2.355, -0.752], [-4.800, 1.407, -0.445], [-4.428, 0.306, 0.294], [-3.104, 0.188, 0.713], [-2.169, 1.099, 0.425], [-2.523, 2.157, -0.293], [-5.815, 1.539, -0.800], [-5.128, -0.478, 0.549], [-2.794, -0.677, 1.299], [-1.751, 2.884, -0.520]], "forces_ev_per_angstrom": [[-0.115, -0.010, -0.059], [-0.021, -0.013, -0.026], [0.083, -0.042, -0.027], [-0.011, -0.035, 0.075], [-0.106, 0.071, 0.000], [0.062, -0.014, 0.024], [-0.022, 0.011, 0.020], [-0.049, -0.002, -0.060], [-0.018, 0.023, 0.104], [0.052, -0.028, -0.034], [-0.103, 0.030, 0.013], [0.136, 0.017, -0.021], [0.018, -0.006, 0.005], [-0.072, 0.015, -0.060], [0.089, -0.030, 0.008], [-0.061, -0.014, 0.024], [-0.008, 0.047, -0.041], [0.005, -0.016, -0.006], [-0.011, 0.002, -0.010], [-0.006, -0.028, -0.072], [-0.081, -0.055, -0.012], [0.126, 0.012, 0.034], [0.008, -0.004, -0.003], [0.006, -0.009, 0.015], [0.003, 0.001, 0.005], [0.002, -0.001, -0.009], [0.005, -0.004, -0.006], [0.007, -0.008, -0.003], [0.000, -0.009, 0.001], [-0.002, 0.000, 0.005], [-0.006, 0.000, 0.006], [-0.002, 0.004, 0.006], [-0.007, -0.005, -0.007], [0.003, 0.030, 0.022], [0.001, 0.004, -0.016], [0.000, -0.008, 0.023], [0.001, 0.013, -0.042], [0.033, -0.063, 0.042], [0.017, 0.085, 0.057], [-0.002, -0.073, 0.044], [-0.057, 0.015, -0.061], [-0.007, 0.011, 0.012], [0.030, -0.020, -0.004], [-0.041, 0.012, 0.009], [0.016, -0.022, 0.005], [0.012, -0.007, -0.037], [0.067, 0.112, -0.012], [-0.002, -0.003, 0.003], [0.000, 0.003, 0.001], [-0.015, 0.001, -0.013], [0.000, -0.001, -0.001], [-0.003, -0.002, 0.002], [0.000, -0.001, 0.001], [-0.003, -0.001, -0.004], [0.127, 0.051, 0.146], [-0.019, 0.000, -0.084], [0.018, -0.012, 0.010], [-0.010, -0.007, -0.006], [-0.001, 0.010, 0.006], [0.000, -0.015, -0.005], [0.002, 0.003, -0.016], [-0.010, 0.015, -0.006], [0.002, -0.077, -0.007], [0.111, -0.125, 0.056], [-0.073, 0.135, -0.036], [-0.087, -0.031, -0.025], [-0.002, 0.039, -0.057], [0.008, -0.005, 0.003], [0.001, 0.002, 0.002], [0.001, 0.000, -0.002], [-0.005, 0.003, -0.002], [-0.001, 0.006, 0.006], [0.010, 0.024, 0.034], [-0.005, 0.010, 0.013], [0.010, -0.039, -0.009], [-0.007, 0.024, 0.028], [0.004, -0.003, -0.026], [-0.022, 0.007, 0.036], [0.074, 0.025, 0.004], [-0.019, -0.069, 0.049], [-0.037, -0.001, -0.020], [0.000, 0.001, 0.011], [-0.004, 0.006, -0.006], [-0.025, 0.041, -0.002], [0.006, -0.001, -0.020]], "e_above_lowest_kj_mol": 9.26, "lumo_energy_ha": 0.145, "e_homo_ev": -1.7915, "charge": -2}

---

{"formula": "C5H8O", "method": "the ωB97M-V functional and the def2-TZVPD basis", "species": ["C", "C", "C", "C", "C", "O", "H", "H", "H", "H", "H", "H", "H", "H"], "coordinates": [[1.862, 0.482, 0.109], [0.389, 0.247, 0.040], [-0.291, -1.122, -0.072], [-1.656, -0.402, -0.088], [-0.882, 0.908, -0.323], [-0.310, 1.129, 0.949], [2.458, -0.079, -0.613], [2.109, 1.544, 0.063], [2.145, 0.129, 1.109], [-0.089, -1.504, -1.083], [-0.077, -1.908, 0.657], [-2.087, -0.326, 0.910], [-2.411, -0.762, -0.782], [-1.122, 1.747, -0.966]], "forces_ev_per_angstrom": [[0.104, 0.065, -0.079], [0.294, -0.097, 0.063], [0.094, -0.117, 0.228], [-0.286, 0.022, -0.109], [-0.240, 0.153, -0.292], [0.096, -0.239, 0.370], [-0.207, 0.051, -0.101], [-0.046, -0.084, -0.124], [0.108, 0.059, -0.121], [0.085, 0.050, 0.271], [-0.093, 0.121, 0.098], [-0.139, -0.100, -0.117], [0.167, 0.076, -0.235], [0.064, 0.040, 0.148]], "e_above_lowest_kj_mol": 227.24, "lumo_energy_ha": 0.042, "e_homo_ev": -9.4736, "charge": 0}

---

{"formula": "C45H86O20", "method": "the ωB97M-V functional and the def2-TZVPD basis", "species": ["C", "O", "C", "O", "O", "C", "H", "H", "H", "H", "H", "H", "C", "O", "C", "O", "O", "C", "H", "H", "H", "H", "H", "H", "C", "O", "C", "O", "O", "C", "H", "H", "H", "H", "H", "H", "C", "C", "C", "O", "C", "H", "H", "H", "H", "H", "H", "H", "H", "C", "C", "C", "O", "C", "H", "H", "H", "H", "H", "H", "H", "H", "C", "C", "C", "O", "C", "H", "H", "H", "H", "H", "H", "H", "H", "C", "C", "C", "O", "C", "H", "H", "H", "H", "H", "H", "H", "H", "C", "C", "C", "O", "C", "H", "H", "H", "H", "H", "H", "H", "H", "C", "C", "C", "O", "C", "H", "H", "H", "H", "H", "H", "H", "H", "C", "C", "C", "O", "C", "H", "H", "H", "H", "H", "H", "H", "H", "O", "C", "O", "C", "C", "C", "H", "H", "H", "H", "H", "H", "O", "C", "O", "C", "C", "C", "H", "H", "H", "H", "H", "H"], "coordinates": [[-3.011, -3.054, 4.822], [-3.023, -2.422, 3.543], [-3.001, -1.133, 3.524], [-2.801, -0.430, 4.434], [-3.174, -0.747, 2.276], [-3.330, 0.654, 2.073], [-2.095, -2.838, 5.385], [-3.026, -4.116, 4.623], [-3.845, -2.734, 5.442], [-3.800, 0.827, 1.111], [-2.348, 1.137, 1.991], [-3.859, 1.200, 2.854], [3.735, -2.785, -1.032], [3.617, -2.032, 0.114], [4.180, -2.524, 1.173], [4.972, -3.390, 1.216], [3.736, -1.789, 2.168], [4.031, -2.207, 3.482], [2.873, -3.454, -1.158], [4.644, -3.386, -1.045], [3.731, -2.100, -1.880], [4.989, -1.787, 3.789], [4.052, -3.285, 3.627], [3.293, -1.801, 4.170], [-0.214, -0.151, -1.484], [-0.283, -1.054, -0.336], [-0.161, -0.477, 0.839], [-0.211, 0.662, 1.047], [0.101, -1.382, 1.714], [0.356, -0.893, 3.024], [-1.051, 0.538, -1.595], [-0.177, -0.754, -2.394], [0.737, 0.389, -1.475], [1.358, -0.452, 3.070], [0.334, -1.740, 3.706], [-0.354, -0.155, 3.398], [-1.318, 3.598, 3.608], [-2.357, 4.398, 4.363], [-3.392, 4.628, 3.253], [-2.661, 4.727, 2.008], [-1.349, 4.267, 2.216], [-1.558, 2.538, 3.531], [-0.291, 3.673, 3.970], [-1.908, 5.327, 4.713], [-2.819, 3.873, 5.196], [-3.965, 5.545, 3.431], [-4.091, 3.778, 3.197], [-0.627, 5.086, 2.135], [-1.111, 3.504, 1.463], [-0.054, 5.187, -5.234], [-1.081, 4.057, -5.054], [-0.696, 3.564, -3.626], [0.703, 3.836, -3.469], [1.181, 4.539, -4.609], [-0.322, 6.140, -4.757], [0.094, 5.495, -6.282], [-0.853, 3.266, -5.777], [-2.130, 4.333, -5.103], [-0.916, 2.500, -3.551], [-1.254, 4.166, -2.905], [1.617, 3.804, -5.311], [1.957, 5.263, -4.359], [1.038, 0.505, -6.399], [1.497, -0.888, -6.752], [2.391, -1.152, -5.565], [1.680, -0.632, -4.436], [0.924, 0.449, -4.845], [0.074, 0.733, -6.852], [1.761, 1.275, -6.658], [2.009, -0.913, -7.719], [0.682, -1.612, -6.761], [3.340, -0.599, -5.685], [2.600, -2.201, -5.384], [1.372, 1.366, -4.460], [-0.114, 0.338, -4.534], [5.480, 3.569, -2.984], [4.259, 3.120, -2.174], [3.610, 2.158, -3.152], [4.658, 1.501, -3.836], [5.851, 2.288, -3.741], [6.350, 3.861, -2.390], [5.247, 4.383, -3.667], [3.595, 3.945, -1.904], [4.514, 2.616, -1.233], [3.032, 2.796, -3.849], [2.892, 1.481, -2.695], [6.221, 2.537, -4.741], [6.599, 1.697, -3.213], [-1.579, -4.933, -0.398], [-2.046, -6.038, 0.586], [-1.106, -7.244, 0.302], [-0.281, -6.869, -0.824], [-0.209, -5.434, -0.879], [-1.446, -3.969, 0.067], [-2.236, -4.904, -1.261], [-3.089, -6.305, 0.429], [-1.928, -5.632, 1.586], [-1.626, -8.154, -0.011], [-0.499, -7.505, 1.181], [0.008, -5.182, -1.915], [0.598, -5.090, -0.208], [2.311, -5.947, 6.147], [1.960, -4.503, 5.639], [0.459, -4.354, 6.017], [0.055, -5.546, 6.726], [1.240, -6.213, 7.202], [3.352, -6.117, 6.436], [2.237, -6.646, 5.296], [2.143, -4.342, 4.574], [2.551, -3.707, 6.121], [-0.169, -4.211, 5.128], [0.282, -3.402, 6.564], [0.997, -7.271, 7.316], [1.547, -5.857, 8.201], [-3.444, 2.966, -0.793], [-4.899, 2.583, -0.557], [-5.685, 3.585, -1.423], [-4.736, 4.496, -1.971], [-3.566, 4.413, -1.195], [-3.002, 2.426, -1.635], [-2.830, 2.762, 0.082], [-5.210, 2.738, 0.479], [-5.150, 1.564, -0.848], [-6.389, 4.184, -0.837], [-6.193, 3.097, -2.254], [-3.587, 5.123, -0.355], [-2.697, 4.726, -1.786], [-3.057, 0.474, -3.406], [-3.256, -0.553, -2.886], [-2.979, -1.704, -3.484], [-3.127, -2.870, -2.563], [-3.996, -2.359, -1.406], [-3.822, -0.801, -1.506], [-2.118, -3.119, -2.225], [-3.519, -3.692, -3.152], [-3.649, -2.819, -0.482], [-5.030, -2.651, -1.585], [-3.169, -0.370, -0.748], [-4.785, -0.307, -1.417], [3.904, 0.923, 3.910], [3.346, 1.588, 3.116], [2.804, 2.755, 3.469], [2.052, 3.289, 2.382], [2.668, 2.717, 1.145], [3.158, 1.355, 1.636], [1.969, 4.366, 2.438], [1.050, 2.855, 2.466], [3.541, 3.291, 0.817], [1.989, 2.686, 0.294], [4.092, 1.073, 1.160], [2.462, 0.536, 1.463]], "forces_ev_per_angstrom": [[0.622, 0.053, 0.491], [-0.282, -2.438, -0.043], [0.109, -0.388, -1.854], [0.377, 2.363, 3.049], [-0.687, 0.492, -1.160], [0.941, 1.127, -0.312], [-0.112, 0.167, -0.276], [-0.230, -0.141, -0.029], [-0.172, -0.035, -0.171], [-0.310, -0.382, 0.016], [-0.056, -0.259, 0.117], [-0.250, -0.545, 0.142], [-0.004, -0.906, -2.210], [-1.101, 1.207, -0.696], [-0.332, 1.319, 0.775], [1.522, -2.188, 0.402], [-0.932, 0.393, 1.187], [0.704, 0.094, 1.065], [0.102, 0.077, 0.193], [-0.019, 0.112, 0.043], [0.062, -0.011, 0.043], [0.074, -0.103, -0.028], [0.042, -0.103, -0.470], [-0.202, 0.209, -0.321], [0.505, -0.303, -0.312], [-0.410, -0.109, -2.072], [0.400, -2.397, -1.604], [-0.347, 5.160, 0.736], [0.088, -1.963, 1.848], [0.569, 0.131, 0.925], [-0.018, -0.019, 0.549], [-0.118, -0.356, 0.377], [-0.223, 0.111, 0.280], [-0.170, -0.095, -0.074], [-0.021, -0.183, -0.208], [-0.173, -0.042, -0.429], [0.807, 0.262, -0.575], [-0.239, -0.185, -0.373], [0.088, 0.240, 0.075], [-0.795, 0.258, 0.686], [0.350, -1.136, 0.112], [-0.174, 0.017, 0.038], [-0.194, -0.035, 0.452], [-0.209, 0.119, 0.010], [0.144, -0.010, 0.122], [0.035, -0.126, -0.298], [0.141, 0.190, -0.029], [-0.070, 0.075, 0.046], [0.076, 0.279, -0.142], [-0.074, 0.319, -0.768], [0.827, 0.043, 0.775], [-0.342, 0.595, -1.148], [0.046, -0.045, 0.284], [-0.326, -0.027, -0.687], [-0.080, -0.447, 0.427], [0.096, -0.470, 0.193], [-0.219, 0.112, 0.025], [-0.031, 0.087, -0.125], [0.122, -0.051, 0.428], [0.120, -0.369, 0.145], [-0.049, 0.243, 0.030], [-0.028, -0.106, 0.379], [-1.093, 0.251, 0.523], [0.365, -0.029, -0.175], [0.618, 0.014, 0.149], [0.702, -1.512, 0.328], [-0.218, 1.312, -1.295], [0.046, 0.248, -0.056], [0.101, -0.093, -0.283], [0.038, -0.154, 0.190], [-0.140, 0.113, -0.054], [-0.131, -0.208, 0.113], [0.057, -0.105, 0.110], [-0.376, 0.182, 0.344], [-0.093, 0.037, 0.200], [0.591, -0.571, 0.467], [0.064, 0.191, 0.331], [-0.625, 1.242, -0.268], [0.022, -0.319, -0.001], [-0.300, 0.264, -0.229], [-0.274, 0.219, 0.118], [-0.172, 0.005, -0.038], [-0.020, -0.051, -0.126], [0.279, -0.001, -0.242], [0.142, -0.432, -0.002], [0.282, -0.425, -0.051], [-0.022, -0.264, 0.029], [0.091, 0.047, 0.008], [0.559, -1.136, -0.293], [0.491, 0.205, -0.354], [0.090, 0.331, -0.426], [-0.342, 0.278, 0.469], [-0.086, -0.780, 0.561], [-0.362, 0.449, 0.095], [-0.178, 0.190, 0.077], [-0.010, 0.071, 0.060], [-0.050, -0.345, 0.287], [-0.086, 0.201, 0.120], [0.067, 0.211, -0.196], [0.139, 0.157, 0.053], [-0.177, 0.056, -0.275], [0.105, 0.206, -1.142], [0.085, -0.064, 0.596], [0.156, 0.357, -0.288], [0.695, 0.685, -0.149], [0.008, 0.011, -0.076], [-0.216, 0.510, 0.523], [-0.536, 0.198, 0.281], [-0.178, -0.398, 0.028], [-0.131, -0.465, 0.183], [0.029, -0.607, 0.033], [0.174, -0.734, 0.417], [-0.053, 0.081, -0.135], [-0.146, 0.221, -0.308], [0.105, -0.456, 0.095], [-0.715, 0.158, -0.079], [0.166, 0.308, -0.103], [0.039, -0.107, -0.411], [1.021, 0.892, 0.251], [-0.235, -0.161, 0.019], [0.115, 0.303, 0.046], [0.275, -0.169, 0.063], [0.103, 0.042, 0.133], [-0.212, -0.307, 0.036], [-0.147, 0.085, -0.015], [-0.261, -0.358, 0.153], [-0.385, 0.009, -0.148], [0.468, 2.879, -1.258], [-0.579, -2.100, 1.601], [0.148, -1.960, 0.045], [0.516, 1.461, -0.480], [0.369, 0.451, -0.567], [-0.491, -1.178, 0.410], [-0.124, 0.118, -0.145], [-0.169, 0.041, 0.013], [-0.130, 0.277, 0.155], [-0.047, 0.139, 0.142], [0.130, -0.117, -0.011], [0.038, 0.076, -0.053], [0.995, -1.510, 1.311], [-0.208, 0.524, -1.126], [-0.226, 0.971, 0.411], [-1.174, -0.521, -0.093], [0.715, -0.066, -0.865], [-0.060, 0.220, -0.492], [0.304, 0.197, 0.160], [-0.101, 0.245, 0.016], [-0.098, 0.124, 0.154], [-0.153, -0.104, 0.116], [0.146, -0.194, 0.172], [-0.090, 0.061, 0.066]], "e_above_lowest_kj_mol": 0.00, "lumo_energy_ha": 0.017, "e_homo_ev": -9.3119, "charge": 0}

---

Q: Look up the charge of the second one.
A: 0